No. 1
C3H10N3S | ωB97M-V with the def2-TZVPD basis set

**Molar mass**: 120.20 g mol⁻¹
**Charge**: +1
**E_LUMO (alpha / beta)**: -5.4 / -5.4 eV
**Max |F|**: 4.0 eV/Å
**HOMO (alpha / beta)**: -12.5934 / -12.5928 eV
**DFT total energy**: -18567.7249 eV
**Gap between HOMO and LUMO (alpha / beta)**: 7.20 / 7.20 eV

```
17
C3H10N3S, DFT ωB97M-V with the def2-TZVPD basis set
H -2.631 1.206 0.581
H 2.698 -2.248 -0.432
H 1.648 0.029 -0.689
H -3.551 1.045 -0.885
N 1.226 1.602 0.536
H 1.753 -2.059 0.911
H -0.544 -0.516 0.624
H 2.025 2.165 0.835
H 1.275 -1.310 -1.855
H -3.016 -0.593 0.029
C -2.794 0.446 -0.285
N 0.257 1.510 1.238
C -0.228 -0.655 -0.479
N 1.919 -1.749 -0.036
C 1.145 -0.909 -0.848
H 0.287 2.016 2.156
S -1.470 0.019 -1.399
```

Atom charges from the natural (NBO) analysis, given in e for atoms 1 to 2:
1 H 0.2844
2 H 0.4033



No. 2
C3H10N4 | ωB97M-V with the def2-TZVPD basis set

**Molar mass**: 102.14 g mol⁻¹
**SMILES**: [H]/N=C/C.C/N=N\N
**E_LUMO (alpha / beta)**: -0.8 / -0.2 eV
**Max |F|**: 4.3 eV/Å
**HOMO (alpha / beta)**: -7.5125 / -7.8413 eV
**DFT total energy**: -9226.2333 eV
**Gap between HOMO and LUMO (alpha / beta)**: 6.74 / 7.65 eV

```
17
C3H10N4, DFT ωB97M-V with the def2-TZVPD basis set
H -0.305 1.904 0.411
N 0.408 0.585 -0.814
N -2.018 1.064 -0.026
H 1.055 2.398 -0.345
H -2.112 -1.053 1.923
C 2.245 -0.756 -1.073
H -0.616 -0.092 2.146
H 2.854 0.031 -0.618
C -1.117 -0.841 1.536
N 0.623 1.594 0.092
H -0.549 -1.767 1.490
H 2.553 -1.757 -0.773
N 0.858 -0.606 -0.724
H -2.982 1.030 -0.354
H 2.372 -0.702 -2.160
H -1.798 -0.942 -0.652
C -1.469 -0.088 -0.057
```

Atom charges from the natural (NBO) analysis, given in e for atoms 1 to 2:
1 H 0.4095
2 N 0.0166



No. 3
C3H10N4 | ωB97M-V with the def2-TZVPD basis set

**Molar mass**: 102.14 g mol⁻¹
**SMILES**: CN(N)/C(N)=C/N
**E_LUMO**: 1.0 eV
**Max |F|**: 6.2 eV/Å
**HOMO**: -7.6144 eV
**DFT total energy**: -9230.8031 eV
**Gap between HOMO and LUMO**: 8.64 eV

```
17
C3H10N4, DFT ωB97M-V with the def2-TZVPD basis set
H -2.955 0.226 -0.561
H 2.152 -1.331 -0.094
H -1.809 -2.330 0.045
C 0.591 -0.125 -0.257
H 0.666 -2.021 -0.552
N -0.985 -0.433 -0.198
C -1.978 0.632 -0.272
N 1.301 -1.228 -0.635
H 2.853 2.043 0.482
N 2.577 1.095 0.231
N -1.373 -1.556 0.540
H 2.931 0.928 -0.715
C 0.962 1.046 0.178
H -1.620 -1.345 1.509
H 0.464 1.883 0.635
H -2.091 1.146 0.691
H -1.684 1.368 -1.025
```

Atom charges from the natural (NBO) analysis, given in e for atoms 1 to 2:
1 H 0.2014
2 H 0.3929



No. 4
C3H10N4O | ωB97M-V with the def2-TZVPD basis set

**Molar mass**: 118.14 g mol⁻¹
**E_LUMO (alpha / beta)**: 0.3 / 0.1 eV
**Max |F|**: 1.5 eV/Å
**HOMO (alpha / beta)**: -7.5413 / -7.0684 eV
**DFT total energy**: -11275.8283 eV
**Gap between HOMO and LUMO (alpha / beta)**: 7.87 / 7.22 eV

```
18
C3H10N4O, DFT ωB97M-V with the def2-TZVPD basis set
H -1.743 0.686 2.011
H -0.263 -2.343 -1.389
C -0.602 0.787 0.340
H -0.075 2.714 0.485
H 2.036 -1.610 -0.002
H -1.190 -0.015 -1.595
H -0.311 -0.211 2.143
N -0.781 2.156 0.014
H -1.862 -0.939 -0.132
N 1.703 1.020 -0.672
H 2.581 0.527 -0.895
N 1.021 0.330 0.090
N -0.764 0.608 1.760
H 0.460 -1.958 0.767
C 0.957 -1.583 -0.127
H -0.700 2.317 -0.981
O 0.697 -2.273 -1.287
C -1.165 -0.215 -0.530
```

Atom charges from the natural (NBO) analysis, given in e for atoms 1 to 2:
1 H 0.3808
2 H 0.4850



No. 5
C3H10N4O2 | ωB97M-V with the def2-TZVPD basis set

**Molar mass**: 134.14 g mol⁻¹
**SMILES**: CNN(N)N(C)C(=O)O
**E_LUMO**: 0.8 eV
**Max |F|**: 3.2 eV/Å
**HOMO**: -9.0209 eV
**DFT total energy**: -13326.2415 eV
**Gap between HOMO and LUMO**: 9.78 eV

```
19
C3H10N4O2, DFT ωB97M-V with the def2-TZVPD basis set
H 1.868 1.119 1.966
N -1.933 0.246 0.132
H 0.287 -0.691 -3.153
H -0.537 -1.396 -1.119
N -0.034 -0.508 -1.098
H -2.115 -0.592 0.687
O -0.381 -1.893 1.199
N 0.234 0.323 0.999
C 0.654 -0.982 1.251
H -0.953 0.486 -2.724
H -2.417 1.088 0.415
H 0.648 2.314 1.417
C 0.017 0.073 -2.428
N -0.598 0.482 -0.137
O 1.660 -1.232 1.880
H 1.766 1.567 0.256
C 1.187 1.401 1.167
H -0.107 -2.676 1.696
H 0.755 0.874 -2.409
```

Atom charges from the natural (NBO) analysis, given in e for atoms 1 to 2:
1 H 0.2343
2 N -0.6875



No. 6
C3H10N5 | ωB97M-V with the def2-TZVPD basis set

**Molar mass**: 116.15 g mol⁻¹
**Charge**: +1
**E_LUMO (alpha / beta)**: -5.7 / -5.7 eV
**Max |F|**: 6.9 eV/Å
**HOMO (alpha / beta)**: -13.6527 / -13.6524 eV
**DFT total energy**: -10709.7471 eV
**Gap between HOMO and LUMO (alpha / beta)**: 7.96 / 7.96 eV

```
18
C3H10N5, DFT ωB97M-V with the def2-TZVPD basis set
C 0.360 -0.475 -0.060
N 2.656 -0.383 -0.376
H 2.312 1.984 0.234
H -0.729 -1.934 1.141
C -1.731 0.739 -0.491
H -0.278 -0.598 -1.482
C 0.207 -1.760 0.741
H -1.563 0.723 -1.539
H 0.904 -1.574 1.545
N -0.582 0.606 0.388
H 0.109 1.990 1.470
H -2.305 -0.170 -0.377
H 3.352 0.196 -0.691
N 1.479 1.490 0.111
H -2.237 1.663 -0.131
H 0.428 -2.604 0.189
N 0.188 1.867 0.441
N 1.616 0.158 -0.050
```

Atom charges from the natural (NBO) analysis, given in e for atoms 1 to 2:
1 C 0.1431
2 N -0.2664



No. 7
C3H10N5 | ωB97M-V with the def2-TZVPD basis set

**Molar mass**: 116.15 g mol⁻¹
**SMILES**: CNCN=[N+]=NCN
**Charge**: +1
**E_LUMO**: -5.4 eV
**Max |F|**: 4.4 eV/Å
**HOMO**: -13.5053 eV
**DFT total energy**: -10712.4439 eV
**Gap between HOMO and LUMO**: 8.13 eV

```
18
C3H10N5, DFT ωB97M-V with the def2-TZVPD basis set
N -1.598 0.877 1.766
H 0.232 1.897 1.413
C -0.473 1.659 2.290
H 1.475 -1.960 -1.917
H -0.082 1.087 3.163
H -2.171 1.406 1.109
N 0.047 -0.584 -0.204
H 2.101 0.204 -3.905
H -1.458 -1.094 2.425
H 1.110 -1.171 -4.102
H -2.538 -0.945 1.145
N 1.716 -0.738 -3.446
C -1.649 -0.531 1.604
H 2.569 -0.651 -1.538
N 0.488 -0.110 -1.205
H -0.960 2.551 2.643
C 1.633 -0.894 -2.004
N -0.442 -1.000 0.762
```

Atom charges from the natural (NBO) analysis, given in e for atoms 1 to 2:
1 N -0.5719
2 H 0.1984



No. 8
C3H10N5Ni | ωB97M-V with the def2-TZVPD basis set

**Molar mass**: 174.84 g mol⁻¹
**Multiplicity**: 3
**Charge**: -1
**E_LUMO (alpha / beta)**: 3.6 / 3.4 eV
**Max |F|**: 4.5 eV/Å
**HOMO (alpha / beta)**: -0.1090 / -4.5890 eV
**DFT total energy**: -51765.4148 eV
**Gap between HOMO and LUMO (alpha / beta)**: 3.68 / 7.96 eV

```
19
C3H10N5Ni, DFT ωB97M-V with the def2-TZVPD basis set
H -1.448 0.081 2.378
N -0.847 0.509 1.670
H 0.017 0.780 2.156
C 0.357 -1.696 -1.539
N 2.584 4.941 -0.049
N 2.481 2.541 -0.675
C 2.486 3.803 -0.317
H -1.288 1.404 1.421
H -1.653 -2.146 1.285
N -1.792 -1.699 0.376
Ni -0.328 -0.520 0.071
H 1.235 -1.511 -2.166
C 1.586 1.681 -0.405
H -0.449 -1.065 -1.977
H 0.072 -2.749 -1.644
H -2.652 -1.149 0.429
H -1.976 -2.453 -0.292
N 0.871 0.755 -0.258
H 0.743 -1.504 -0.464
```

Atom charges from the natural (NBO) analysis, given in e for atoms 1 to 2:
1 H 0.3372
2 N -1.1548



No. 9
C3H10N5S2 | ωB97M-V with the def2-TZVPD basis set

**Molar mass**: 180.28 g mol⁻¹
**Charge**: +1
**E_LUMO**: -3.9 eV
**Max |F|**: 5.4 eV/Å
**HOMO**: -11.7996 eV
**DFT total energy**: -32386.8778 eV
**Gap between HOMO and LUMO**: 7.94 eV

```
20
C3H10N5S2, DFT ωB97M-V with the def2-TZVPD basis set
C -0.094 0.674 0.397
H 0.791 -1.653 0.581
N 3.411 0.920 -0.434
H 0.769 -2.456 -0.961
H -3.925 1.223 0.972
H 3.927 1.624 0.086
H -4.174 -0.428 0.841
S -0.842 0.605 1.899
H -2.475 0.456 1.610
N 1.337 1.015 0.627
H 2.288 -1.512 -2.732
H 1.394 1.835 1.268
N 0.929 -1.614 -0.445
S -0.838 0.740 -1.038
H 3.914 0.245 -0.938
C 1.840 -0.771 -1.037
C 2.193 0.453 -0.196
H -4.141 0.272 2.208
N -3.721 0.391 1.372
N 2.539 -0.758 -2.086
```

Atom charges from the natural (NBO) analysis, given in e for atoms 1 to 2:
1 C -0.2343
2 H 0.4261



No. 10
C3H10N6 | ωB97M-V with the def2-TZVPD basis set

**Molar mass**: 130.16 g mol⁻¹
**SMILES**: C=N[NH2+]/C(N)=N/NC=[NH2+]
**Charge**: +2
**E_LUMO**: -7.5 eV
**Max |F|**: 5.0 eV/Å
**HOMO**: -17.6529 eV
**DFT total energy**: -12194.0345 eV
**Gap between HOMO and LUMO**: 10.14 eV

```
19
C3H10N6, DFT ωB97M-V with the def2-TZVPD basis set
H -2.355 0.622 0.893
H 1.666 -1.468 0.347
H 3.978 0.081 -0.336
N 1.923 0.645 -0.083
H -1.216 -0.316 1.634
H -3.848 -0.740 -0.347
C 2.969 -0.217 -0.150
N -1.506 0.102 0.730
N 0.717 0.167 0.336
N -0.750 1.986 -0.354
C -2.912 -1.338 -0.509
H 1.977 1.489 -0.592
H -2.879 -2.277 -1.048
C -0.338 0.851 0.243
N -1.755 -1.045 -0.151
N 2.692 -1.404 0.198
H -1.663 2.442 -0.575
H 3.228 -2.242 0.436
H 0.072 2.661 -0.672
```

Atom charges from the natural (NBO) analysis, given in e for atoms 1 to 2:
1 H 0.4347
2 H 0.4342



No. 11
C3H10N7O3S | ωB97M-V with the def2-TZVPD basis set

**Molar mass**: 224.23 g mol⁻¹
**Charge**: +1
**E_LUMO**: -2.4 eV
**Max |F|**: 4.9 eV/Å
**HOMO**: -13.0688 eV
**DFT total energy**: -30674.4214 eV
**Gap between HOMO and LUMO**: 10.65 eV

```
24
C3H10N7O3S, DFT ωB97M-V with the def2-TZVPD basis set
H -1.984 -2.066 0.720
N -0.915 -2.079 0.699
H -0.386 -2.310 1.556
C 4.580 -0.154 -0.254
O 1.446 2.109 0.085
N -2.617 1.210 -1.084
O 0.714 0.474 1.695
H -2.417 1.892 1.494
O 4.322 0.993 -0.172
C -1.810 0.667 -0.125
N 1.939 -0.308 -0.314
S 1.894 0.916 0.995
H 2.015 2.899 -0.130
H 1.332 -2.173 0.128
N 4.643 -1.346 -0.328
H -3.546 1.505 -0.751
H 5.441 -1.913 -0.297
N -0.916 -0.208 -0.530
C -0.278 -1.154 0.074
H 2.007 0.116 -1.214
N 1.056 -1.277 -0.175
H -2.672 0.661 -2.000
N -1.858 1.011 1.215
H -1.052 0.839 1.745
```

Atom charges from the natural (NBO) analysis, given in e for atoms 1 to 2:
1 H 0.4393
2 N -0.7815



No. 12
C3H10NO | ωB97M-V with the def2-TZVPD basis set

**Molar mass**: 76.12 g mol⁻¹
**Multiplicity**: 2
**E_LUMO (alpha / beta)**: 0.9 / -1.9 eV
**Max |F|**: 2.5 eV/Å
**HOMO (alpha / beta)**: -8.3590 / -8.3340 eV
**DFT total energy**: -6807.1217 eV
**Gap between HOMO and LUMO (alpha / beta)**: 9.28 / 6.46 eV

```
15
C3H10NO, DFT ωB97M-V with the def2-TZVPD basis set
C -0.271 0.697 -1.459
N 0.015 -0.650 -0.977
C -1.066 -1.657 -1.041
H -0.590 -2.460 -1.613
H 0.345 1.218 -2.194
H -0.215 1.423 -0.618
O 0.941 -0.240 1.672
H -1.879 -1.363 -1.724
H -1.320 0.765 -1.758
H 2.017 0.850 3.031
H -1.383 -2.006 -0.071
H 0.192 -0.563 0.022
H 1.633 1.602 1.553
H 0.399 1.451 2.873
C 1.182 0.934 2.303
```

Atom charges from the natural (NBO) analysis, given in e for atoms 1 to 2:
1 C -0.4169
2 N -0.6396